The following is a DFT calculation (the ωB97M-V functional and the def2-TZVPD basis) of 2 unconnected molecules or ions with the total composition C7H16.

The value obtained for the highest occupied orbital energy is -10.0 eV. As for the HOMO-LUMO gap: 10.803 eV. As for the relative energy (zero: lowest compared OMol25 entry of this formula, charge and spin): 472.1 kJ/mol. The molar mass comes out at 100.2 g/mol. As for the calculated total energy: -7514.005 eV. The value obtained for the largest force on an atom is 11.124 eV/Å. The LUMO energy comes out at 0.02886 hartree. As for the SMILES: CC(C)(C)C.C=C.

Each line ends with the Löwdin charge.
Element x y z (Å)
C  -0.09  -0.19  -0.82  -0.0684
C  0.37  1.22  -1.52  -0.7766
C  -0.87  1.87  -2.19  -0.0565
C  1.41  0.84  -2.33  -0.1805
C  0.74  2.15  -0.43  -0.1210
H  -1.26  -0.01  -0.57  0.1079
H  -0.03  -1.05  -1.67  0.0966
H  0.62  -0.49  0.12  0.1185
H  -0.61  2.68  -2.83  0.0757
H  -1.47  1.04  -2.78  0.1227
H  -1.54  1.99  -1.47  0.0155
H  2.07  1.50  -3.13  0.1351
H  0.95  -0.13  -3.01  0.1291
H  2.31  0.21  -1.95  0.1019
H  1.68  1.88  0.08  0.0776
H  0.82  3.33  -0.80  0.1425
H  0.13  2.28  0.49  0.0806
C  -0.35  -2.91  3.73  -0.0556
C  -1.41  -3.39  4.49  -0.0668
H  -0.32  -2.95  2.68  0.0238
H  0.38  -2.28  4.17  0.0198
H  -2.09  -4.07  4.09  0.0000
H  -1.44  -3.50  5.65  0.0782